No. 1
42
Properties=species:S:1:pos:R:3:lowdin_spin:R:1 method="wB97M-V/def2-TZVPD" orbital_gap_ev="9.899 / 5.348" total_charge=+1 spin_multiplicity=2 de_lowest_ev=1.123 homo_ev="-13.37 / -12.80" energy_ev=-52858.3776
In -0.36 3.08 1.30 0.13
C -1.81 4.78 -3.21 0.11
C -1.26 4.33 -1.85 0.10
O -0.74 5.16 -1.07 0.25
O -1.38 3.16 -1.44 0.39
H -2.68 5.43 -3.18 0.00
H -2.08 3.80 -3.61 0.00
H -1.00 5.15 -3.83 0.00
C 2.99 1.08 -2.43 0.00
O 1.55 1.17 -2.45 0.00
P 0.58 0.21 -1.46 0.00
O 0.25 0.72 -0.15 0.00
O -0.74 0.02 -2.34 0.00
C -1.78 -0.82 -1.94 0.00
O 1.22 -1.32 -1.50 0.00
C 1.40 -1.99 -2.75 0.00
H 3.49 1.98 -2.08 0.00
H 3.43 0.65 -3.33 0.00
H 3.25 0.52 -1.53 0.00
H -1.42 -1.66 -1.34 0.00
H -2.48 -1.22 -2.67 0.00
H -2.39 -0.27 -1.22 0.00
H 2.11 -2.81 -2.70 0.00
H 1.61 -1.25 -3.52 0.00
H 0.45 -2.49 -2.96 0.00
C 2.13 -1.39 2.02 0.00
O 1.24 -1.60 3.12 0.00
P -0.23 -0.92 3.09 0.00
O -0.20 0.55 2.72 0.02
O -1.10 -1.47 4.32 0.00
C -1.32 -0.79 5.58 0.00
O -0.97 -1.81 1.91 0.00
C -1.10 -3.20 1.92 0.00
H 2.97 -2.06 2.16 0.00
H 2.55 -0.39 2.09 0.00
H 1.67 -1.51 1.03 0.00
H -0.51 -0.85 6.31 0.00
H -2.16 -1.34 6.01 0.00
H -1.75 0.18 5.32 0.00
H -1.73 -3.57 2.73 0.00
H -0.19 -3.79 2.02 0.00
H -1.52 -3.45 0.94 0.00

No. 2
35
Properties=species:S:1:pos:R:3:mulliken_charge:R:1 method="wB97M-V/def2-TZVPD" orbital_gap_ev=9.936 total_charge=0 homo_ev=-9.47 energy_ev=-37936.9567
C 2.67 1.60 0.07 -1.04
C 2.67 3.03 -0.45 -0.37
N 1.37 3.52 -0.93 -0.30
O 0.61 3.83 0.27 -0.20
S -0.59 4.85 -0.15 0.72
O -1.28 5.07 1.10 -0.47
O -1.46 3.71 -1.04 -0.30
S -2.85 3.04 -0.41 -0.01
H 2.22 0.93 -0.66 0.27
H 3.69 1.26 0.24 0.40
H 2.12 1.53 1.02 0.29
H 3.00 3.73 0.32 0.35
H 3.36 3.14 -1.29 0.32
H 0.85 2.74 -1.33 0.25
H -2.26 2.12 0.38 0.08
C -2.08 -0.75 -1.22 -1.09
C -1.76 -1.02 0.24 -0.42
C -0.26 -1.17 0.53 -0.01
C 0.42 -2.32 -0.22 -0.72
C -0.18 -3.70 0.03 -0.46
C -0.13 -4.13 1.50 -1.19
H -1.77 -1.57 -1.87 0.35
H -3.15 -0.60 -1.37 0.35
H -1.57 0.16 -1.57 0.19
H -2.29 -1.92 0.57 0.31
H -2.14 -0.21 0.86 0.26
H -0.12 -1.29 1.60 0.36
H 0.24 -0.24 0.26 -0.23
H 1.48 -2.34 0.08 0.39
H 0.41 -2.12 -1.29 0.36
H 0.35 -4.43 -0.58 0.38
H -1.22 -3.72 -0.31 0.23
H 0.90 -4.14 1.86 0.29
H -0.54 -5.13 1.63 0.38
H -0.70 -3.46 2.14 0.28

The calculation returns the following strongest force on any atom values, one per record and in order: 4.79, 0.31 eV/A.
The calculation returns the following molar mass values, one per record and in order: 454.012, 243.394 g/mol.